[1]
Molecular formula: C24H76N2O13
Method: DFT, the ωB97M-V functional and the def2-TZVPD basis

maximum force: 1.41 eV/Å
net charge: 0
energy above the lowest of the compared OMol25 structures with the same formula, charge and spin: 0.0 kcal per mole
spin multiplicity: 1

XYZ file:
```
115
Properties=species:S:1:pos:R:3:lowdin_charge:R:1
C -15.288 -6.042 -3.020 -0.075
C -14.276 -6.584 -4.028 -0.305
O -13.323 -5.540 -4.246 -0.113
H -15.879 -5.276 -3.530 0.054
H -14.761 -5.532 -2.217 0.077
H -15.943 -6.837 -2.668 0.073
H -14.786 -6.874 -4.950 0.109
H -13.775 -7.459 -3.602 0.106
H -12.773 -5.843 -4.989 0.042
C -7.482 -3.006 -0.189 -0.081
C -7.702 -2.235 -1.486 -0.319
O -9.053 -2.321 -1.888 -0.109
H -6.420 -3.120 0.054 0.070
H -7.898 -4.009 -0.266 0.071
H -7.905 -2.445 0.646 0.072
H -7.083 -2.660 -2.277 0.103
H -7.426 -1.180 -1.380 0.089
H -9.669 -1.953 -1.237 0.045
C -17.237 2.034 -2.494 -0.079
C -18.001 0.886 -3.101 -0.310
O -18.742 0.172 -2.095 -0.082
H -16.994 1.909 -1.438 0.078
H -17.714 3.001 -2.654 0.071
H -16.246 2.138 -2.951 0.056
H -17.331 0.165 -3.570 0.077
H -18.688 1.251 -3.874 0.112
H -19.011 -0.654 -2.507 0.077
C -13.537 2.610 -5.459 -0.083
C -12.782 3.934 -5.536 -0.301
O -11.910 4.001 -4.401 -0.088
H -12.804 1.802 -5.481 0.051
H -14.095 2.442 -6.382 0.078
H -14.188 2.619 -4.590 0.064
H -13.511 4.749 -5.483 0.109
H -12.217 3.985 -6.470 0.109
H -11.387 4.797 -4.540 0.082
C -12.060 0.317 -8.234 -0.086
C -12.552 -1.113 -8.210 -0.327
O -13.760 -1.233 -7.474 -0.129
H -11.891 0.735 -7.241 0.047
H -12.815 0.959 -8.697 0.076
H -11.115 0.435 -8.770 0.075
H -11.809 -1.725 -7.678 0.093
H -12.651 -1.519 -9.217 0.111
H -13.537 -1.545 -6.571 0.023
C -17.574 -4.270 -6.324 -0.073
C -16.307 -3.506 -6.007 -0.319
O -16.425 -2.809 -4.753 -0.114
H -18.405 -3.576 -6.444 0.074
H -17.804 -4.988 -5.538 0.073
H -17.402 -4.799 -7.264 0.075
H -16.120 -2.729 -6.755 0.107
H -15.439 -4.165 -5.928 0.085
H -16.169 -1.885 -4.884 0.015
C -13.532 -5.203 -8.499 -0.058
C -12.203 -4.874 -7.836 -0.300
O -11.996 -5.709 -6.718 -0.091
H -14.375 -4.760 -7.962 0.055
H -13.689 -6.282 -8.464 0.079
H -13.583 -4.804 -9.511 0.076
H -12.214 -3.810 -7.559 0.081
H -11.387 -4.926 -8.565 0.103
H -11.042 -5.826 -6.594 0.059
C -8.679 1.476 -1.796 -0.079
C -8.719 2.917 -1.314 -0.306
O -9.423 3.704 -2.255 -0.092
H -9.620 1.171 -2.258 0.075
H -8.521 0.765 -0.983 0.060
H -7.869 1.282 -2.501 0.077
H -7.684 3.276 -1.249 0.112
H -9.113 2.920 -0.292 0.114
H -9.386 4.639 -2.030 0.102
O -11.984 3.117 -1.358 -0.076
H -11.130 3.440 -1.706 -0.015
H -12.613 3.333 -2.054 0.010
O -10.983 -0.826 -0.182 -0.045
H -11.621 -0.434 -0.799 0.019
H -10.896 -0.188 0.532 0.052
O -15.948 -0.001 -5.526 -0.055
H -16.894 -0.088 -5.693 0.052
H -15.512 -0.402 -6.299 0.032
C -11.333 -1.287 -4.399 -0.033
C -12.601 -2.007 -3.956 -0.367
C -13.595 -1.034 -3.335 -0.189
O -13.186 -0.744 -2.020 -0.197
C -14.051 0.151 -1.362 -0.091
N -13.213 -2.679 -5.136 0.081
H -10.708 -1.989 -4.959 0.070
H -10.748 -0.981 -3.529 0.066
H -11.513 -0.413 -5.027 0.066
H -12.349 -2.750 -3.191 0.146
H -14.618 -1.429 -3.341 0.116
H -13.620 -0.112 -3.935 0.118
H -15.090 -0.164 -1.529 0.089
H -13.962 1.194 -1.680 0.078
H -13.856 0.108 -0.291 0.094
H -12.650 -3.526 -5.211 0.060
H -14.090 -3.079 -4.801 0.053
C -9.291 -4.707 -3.973 -0.055
C -8.948 -6.110 -4.474 -0.407
C -8.200 -6.032 -5.789 -0.214
O -9.101 -5.703 -6.831 -0.216
C -8.441 -5.631 -8.076 -0.092
N -8.044 -6.791 -3.505 0.028
H -8.425 -4.047 -4.037 0.078
H -9.636 -4.662 -2.940 0.075
H -10.097 -4.248 -4.558 0.064
H -9.802 -6.777 -4.589 0.140
H -7.738 -7.006 -6.002 0.130
H -7.382 -5.300 -5.749 0.130
H -9.121 -5.300 -8.856 0.079
H -7.987 -6.590 -8.340 0.094
H -7.637 -4.885 -8.016 0.093
H -7.256 -6.165 -3.317 0.069
H -8.506 -6.730 -2.597 0.068
```

=====

[2]
Molecular formula: C24H92N20O20
Method: DFT, the ωB97M-V functional and the def2-TZVPD basis

maximum force: 2.38 eV/Å
DFT total energy: -97139.725 eV
net charge: 0
spin multiplicity: 1

XYZ file:
```
156
Properties=species:S:1:pos:R:3:lowdin_charge:R:1
C 5.475 -2.488 -2.803 -0.053
C 6.767 -1.707 -3.121 -0.399
C 6.675 -0.942 -4.448 -0.188
O 5.610 0.024 -4.464 -0.240
C 4.996 0.090 -5.759 -0.075
N 7.064 -0.843 -1.943 0.045
H 5.288 -3.312 -3.493 0.071
H 4.602 -1.846 -2.715 0.055
H 5.643 -2.991 -1.848 0.061
H 7.632 -2.367 -3.203 0.129
H 6.548 -1.600 -5.315 0.118
H 7.598 -0.391 -4.667 0.122
H 5.675 0.500 -6.505 0.093
H 4.224 0.853 -5.622 0.085
H 4.460 -0.845 -5.925 0.071
H 7.871 -0.287 -2.224 0.071
H 6.318 -0.152 -1.927 0.031
C -1.368 1.655 5.974 -0.061
C -0.022 2.200 5.594 -0.423
C 0.571 3.089 6.699 -0.227
O -0.250 4.195 6.984 -0.163
C 0.300 4.994 7.996 -0.114
N 0.916 1.115 5.242 0.038
H -1.718 1.016 5.159 0.046
H -2.124 2.431 6.109 0.088
H -1.410 1.146 6.942 0.087
H -0.124 2.838 4.714 0.132
H 1.567 3.418 6.370 0.119
H 0.799 2.514 7.608 0.126
H 1.234 5.449 7.642 0.089
H 0.499 4.367 8.874 0.088
H -0.313 5.834 8.321 0.089
H 1.873 1.459 5.338 0.071
H 0.924 0.437 6.006 0.080
C -5.754 4.285 -0.903 -0.045
C -4.243 4.320 -1.079 -0.384
C -3.606 5.436 -0.232 -0.207
O -4.023 6.736 -0.595 -0.185
C -3.315 7.282 -1.693 -0.104
N -3.602 2.996 -0.864 0.046
H -6.164 5.273 -1.110 0.083
H -5.952 4.029 0.141 0.086
H -6.244 3.519 -1.503 0.049
H -3.902 4.574 -2.089 0.124
H -2.514 5.398 -0.313 0.122
H -3.909 5.295 0.809 0.126
H -3.568 6.719 -2.594 0.083
H -2.227 7.313 -1.576 0.088
H -3.663 8.310 -1.779 0.087
H -3.303 2.982 0.111 0.061
H -4.322 2.276 -0.856 0.023
C -0.313 -0.148 2.506 -0.052
C -0.034 0.283 1.052 -0.363
C 0.488 -0.850 0.174 -0.185
O 1.269 -0.356 -0.881 -0.197
C 1.460 -1.221 -1.957 -0.098
N -1.235 0.964 0.495 0.074
H 0.632 -0.490 2.922 0.043
H -1.024 -0.981 2.562 0.077
H -0.758 0.663 3.076 0.043
H 0.767 1.027 1.079 0.121
H -0.286 -1.557 -0.153 0.124
H 1.119 -1.515 0.787 0.106
H 0.530 -1.334 -2.534 0.063
H 1.627 -2.262 -1.644 0.080
H 2.253 -1.006 -2.671 0.080
H -0.954 1.429 -0.368 0.063
H -1.869 0.233 0.170 0.052
O -0.222 -4.135 1.529 -0.038
H 0.715 -3.918 1.458 0.042
H -0.364 -4.307 2.464 0.023
O -2.018 -1.647 -3.204 -0.057
H -1.734 -0.729 -3.314 0.048
H -2.947 -1.582 -2.950 0.029
O 3.786 0.226 1.055 -0.069
H 3.605 -0.729 1.139 0.019
H 3.098 0.654 1.585 0.018
O 2.272 2.525 2.501 -0.046
H 1.697 1.931 3.008 0.005
H 2.897 2.868 3.150 0.053
O 3.274 -2.161 2.282 -0.054
H 2.512 -2.481 2.799 -0.004
H 3.751 -2.955 2.017 0.053
O -1.602 2.593 -2.773 -0.141
H -0.759 2.620 -2.272 -0.032
H -2.322 2.798 -2.116 -0.028
O 0.981 2.302 -1.855 -0.049
H 1.248 1.425 -1.540 0.015
H 1.767 2.674 -2.272 0.056
O 1.311 -2.744 4.069 -0.034
H 0.904 -1.880 4.232 0.040
H 0.590 -3.375 4.146 0.044
C 1.410 -1.731 -5.677 -0.688
O 2.420 -2.143 -6.252 0.005
N 0.468 -2.567 -5.174 0.166
N 1.170 -0.418 -5.492 0.175
H 0.650 -3.543 -5.331 0.110
H -0.480 -2.288 -4.983 0.072
H 1.624 0.260 -6.073 0.108
H 0.365 -0.170 -4.946 0.092
C -4.071 -2.587 4.075 -0.679
O -5.074 -2.925 3.450 0.026
N -3.922 -1.460 4.801 0.170
N -2.897 -3.264 3.872 0.139
H -3.039 -1.154 5.157 0.082
H -4.733 -0.867 4.845 0.110
H -2.026 -2.943 4.252 0.070
H -3.025 -4.222 3.596 0.102
C 4.544 2.151 -1.766 -0.685
O 4.933 2.935 -2.642 -0.003
N 4.376 0.815 -1.979 0.154
N 4.217 2.521 -0.511 0.167
H 4.084 0.267 -1.186 0.072
H 4.600 0.370 -2.862 0.061
H 4.332 3.477 -0.232 0.108
H 4.088 1.766 0.154 0.044
C 3.855 -5.507 -1.878 -0.659
O 2.714 -5.044 -1.920 0.003
N 4.443 -6.080 -2.966 0.162
N 4.677 -5.474 -0.804 0.165
H 5.404 -6.357 -2.970 0.096
H 3.927 -6.095 -3.827 0.113
H 5.582 -5.896 -0.867 0.100
H 4.367 -5.004 0.023 0.099
C -3.468 -2.669 -0.289 -0.664
O -3.202 -1.471 -0.179 -0.013
N -2.759 -3.699 0.198 0.201
N -4.595 -2.996 -0.989 0.160
H -1.984 -3.456 0.797 0.055
H -2.968 -4.679 0.179 0.114
H -5.206 -2.212 -1.152 0.077
H -4.907 -3.935 -1.151 0.098
C -0.934 -5.402 -2.258 -0.689
O -1.037 -6.546 -1.835 0.010
N -1.881 -4.822 -3.052 0.141
N 0.074 -4.515 -2.018 0.166
H -1.919 -3.845 -3.288 0.046
H -2.749 -5.305 -3.198 0.095
H 0.921 -4.795 -1.530 0.056
H 0.027 -3.628 -2.483 0.053
C -6.071 1.085 -1.150 -0.670
O -5.813 1.616 -0.078 0.013
N -7.247 1.266 -1.812 0.163
N -5.240 0.174 -1.729 0.165
H -7.956 1.873 -1.444 0.111
H -7.536 0.687 -2.578 0.097
H -4.303 -0.026 -1.407 0.074
H -5.413 -0.140 -2.670 0.101
C -3.036 3.016 3.129 -0.700
O -3.562 3.843 3.863 0.018
N -1.986 3.274 2.309 0.150
N -3.419 1.709 2.972 0.166
H -1.804 4.255 2.160 0.103
H -1.446 2.589 1.789 0.054
H -2.994 1.144 2.257 0.065
H -4.167 1.347 3.533 0.091
```

=====

[3]
Molecular formula: C24H95BNO23S
Method: DFT, the ωB97M-V functional and the def2-TZVPD basis

maximum force: 0.52 eV/Å
DFT total energy: -86515.195 eV
net charge: -1
spin multiplicity: 1

XYZ file:
```
145
Properties=species:S:1:pos:R:3:lowdin_charge:R:1
C 0.032 1.191 0.787 -0.129
C -1.142 1.344 -0.208 -0.184
B -2.148 2.531 0.198 -0.874
O -1.484 3.811 0.286 0.006
N -3.504 2.514 0.424 -0.370
S -4.284 1.032 0.628 0.554
H 0.483 0.197 0.766 0.044
H -0.319 1.364 1.812 0.071
H 0.811 1.930 0.599 0.039
H -1.638 0.387 -0.366 0.044
H -0.714 1.631 -1.182 0.086
H -0.660 3.737 -0.196 0.035
H -3.390 0.142 1.108 -0.194
C 0.873 4.693 2.549 -0.131
O 1.679 4.229 1.463 -0.141
H 1.205 4.188 3.452 0.064
H 1.004 5.773 2.678 0.072
H -0.183 4.475 2.376 0.076
H 1.378 4.676 0.667 0.074
C 2.655 3.946 6.232 -0.155
O 1.820 5.061 5.925 -0.134
H 3.530 4.018 5.589 0.077
H 2.980 3.959 7.273 0.057
H 2.149 2.999 6.026 0.082
H 1.037 5.007 6.479 0.072
C -7.077 -2.147 -0.381 -0.124
O -6.773 -1.712 0.949 -0.153
H -7.714 -3.023 -0.297 0.070
H -7.594 -1.359 -0.927 0.054
H -6.170 -2.416 -0.921 0.084
H -6.219 -0.924 0.898 0.025
C -7.657 -4.914 -3.290 -0.156
O -7.001 -4.796 -2.038 -0.125
H -7.683 -3.916 -3.724 0.078
H -7.119 -5.579 -3.973 0.071
H -8.685 -5.272 -3.181 0.074
H -6.964 -5.662 -1.625 0.077
C 3.343 -0.444 -1.702 -0.155
O 2.739 0.452 -0.787 -0.123
H 2.889 -1.424 -1.558 0.068
H 3.171 -0.137 -2.740 0.080
H 4.418 -0.534 -1.536 0.055
H 3.143 1.318 -0.921 0.037
C 5.609 -2.593 -3.825 -0.131
O 6.013 -2.143 -2.531 -0.134
H 5.329 -1.715 -4.402 0.082
H 6.427 -3.113 -4.330 0.058
H 4.748 -3.257 -3.738 0.058
H 6.254 -2.921 -2.021 0.084
C -10.671 -0.869 -1.491 -0.133
O -10.343 -1.401 -2.777 -0.135
H -10.327 -1.592 -0.757 0.082
H -10.161 0.080 -1.309 0.078
H -11.749 -0.731 -1.383 0.076
H -10.650 -0.783 -3.448 0.082
C -7.820 1.167 -3.275 -0.150
O -7.682 -0.190 -2.874 -0.143
H -6.861 1.654 -3.115 0.089
H -8.084 1.248 -4.335 0.075
H -8.576 1.689 -2.686 0.050
H -8.531 -0.630 -3.010 0.022
C -1.165 -2.582 1.281 -0.165
O -2.022 -2.159 0.236 -0.126
H -1.237 -1.833 2.065 0.078
H -1.465 -3.552 1.692 0.067
H -0.120 -2.638 0.956 0.069
H -1.979 -2.796 -0.481 0.072
C 2.045 -5.359 -3.008 -0.143
O 2.958 -4.345 -2.606 -0.132
H 2.296 -5.623 -4.033 0.059
H 2.133 -6.252 -2.385 0.080
H 1.013 -4.999 -2.978 0.081
H 2.747 -4.091 -1.703 0.075
C 4.849 4.123 -0.518 -0.140
O 3.909 3.088 -0.264 -0.129
H 4.680 4.493 -1.526 0.089
H 4.710 4.946 0.185 0.055
H 5.877 3.756 -0.445 0.063
H 4.038 2.782 0.639 0.089
C 5.765 4.090 8.388 -0.151
O 4.838 3.051 8.700 -0.133
H 5.525 4.436 7.385 0.071
H 5.671 4.924 9.084 0.054
H 6.793 3.716 8.395 0.075
H 5.033 2.727 9.583 0.070
C 3.892 7.432 10.919 -0.158
O 4.648 6.983 9.803 -0.131
H 4.305 6.943 11.799 0.076
H 3.968 8.514 11.053 0.074
H 2.838 7.159 10.830 0.077
H 4.293 7.401 9.013 0.080
C 1.770 -6.664 -6.793 -0.145
O 2.377 -7.759 -6.109 -0.140
H 0.983 -6.279 -6.149 0.080
H 2.493 -5.868 -6.982 0.080
H 1.330 -6.985 -7.740 0.074
H 3.070 -8.115 -6.673 0.084
C 7.440 -5.702 -5.790 -0.164
O 7.892 -5.299 -4.505 -0.127
H 7.175 -4.797 -6.331 0.075
H 8.220 -6.227 -6.348 0.074
H 6.555 -6.341 -5.726 0.074
H 8.127 -6.085 -4.006 0.074
C -6.832 -2.902 4.299 -0.180
O -6.369 -3.485 3.099 -0.140
H -6.602 -3.590 5.113 0.059
H -6.341 -1.946 4.504 0.080
H -7.916 -2.739 4.284 0.072
H -6.567 -2.862 2.378 0.032
C -0.135 -10.041 -7.633 -0.169
O 1.064 -10.110 -6.885 -0.135
H -0.125 -10.865 -8.343 0.075
H -1.021 -10.143 -6.999 0.076
H -0.215 -9.103 -8.194 0.068
H 1.085 -9.376 -6.257 0.048
C 3.834 7.677 1.964 -0.164
O 4.335 6.464 2.509 -0.134
H 4.555 8.466 2.171 0.073
H 3.705 7.597 0.881 0.076
H 2.881 7.950 2.425 0.074
H 3.676 5.785 2.317 0.051
C -3.723 -4.972 4.339 -0.161
O -2.549 -5.599 4.860 -0.136
H -4.113 -5.620 3.560 0.079
H -4.489 -4.854 5.109 0.065
H -3.505 -3.998 3.899 0.075
H -2.187 -5.027 5.541 0.065
C -9.542 4.604 -2.094 -0.155
O -9.126 4.013 -3.318 -0.133
H -9.291 3.901 -1.304 0.079
H -9.017 5.542 -1.899 0.077
H -10.621 4.786 -2.076 0.072
H -9.325 4.622 -4.034 0.073
C 7.511 1.367 -0.971 -0.166
O 7.801 -0.017 -0.846 -0.127
H 7.994 1.879 -0.140 0.076
H 7.900 1.776 -1.909 0.078
H 6.435 1.555 -0.925 0.060
H 7.362 -0.476 -1.573 0.043
C 7.341 7.812 -0.697 -0.158
O 6.426 6.754 -0.464 -0.132
H 7.172 8.160 -1.713 0.077
H 7.179 8.649 -0.012 0.074
H 8.380 7.479 -0.613 0.075
H 6.559 6.431 0.433 0.071
```

=====

[4]
Molecular formula: C25H10Cl6IN2O3Pt
Method: DFT, the ωB97M-V functional and the def2-TZVPD basis

maximum force: 0.24 eV/Å
net charge: +1
energy above the lowest of the compared OMol25 structures with the same formula, charge and spin: 0.0 kcal per mole
spin multiplicity: 1

XYZ file:
```
48
Properties=species:S:1:pos:R:3:lowdin_charge:R:1
Pt 0.153 -0.500 0.092 1.435
O -0.241 2.714 2.426 0.148
C -0.046 1.629 1.958 -0.552
O 0.193 1.409 0.673 -0.195
C -0.013 0.393 2.837 -0.173
C 0.121 0.544 4.221 0.035
C 0.234 -0.582 4.985 0.042
C 0.155 -1.855 4.384 -0.135
C 0.229 -3.051 5.137 -0.011
C 0.093 -4.261 4.525 -0.045
C -0.141 -4.328 3.134 -0.033
C -0.211 -3.196 2.373 -0.001
C -0.037 -1.935 2.984 -0.171
N -0.081 -0.783 2.238 0.027
H 0.145 1.543 4.631 0.133
H 0.375 -0.512 6.056 0.134
H 0.380 -2.983 6.207 0.124
H 0.144 -5.173 5.103 0.117
H -0.281 -5.293 2.664 0.117
H -0.421 -3.248 1.315 0.091
Cl 5.661 -4.421 -0.401 0.748
C 4.042 -3.825 -0.446 -0.596
C 3.030 -4.620 -0.909 -0.135
C 1.695 -4.164 -0.963 -0.640
I 0.187 -5.407 -1.647 1.003
C 1.380 -2.893 -0.546 -0.420
O 0.139 -2.388 -0.551 -0.302
C 2.434 -2.087 -0.062 -0.165
N 2.087 -0.823 0.330 -0.068
C 2.977 0.044 0.765 -0.072
C 4.325 -0.321 0.859 -0.004
C 4.718 -1.579 0.479 0.028
C 3.771 -2.508 0.001 -0.159
H 3.256 -5.623 -1.242 0.105
H 2.620 1.035 1.012 0.134
H 5.037 0.406 1.219 0.125
H 5.758 -1.870 0.537 0.111
Cl -2.114 -0.140 -0.647 0.840
C -1.184 0.217 -2.109 -0.611
C 0.151 0.042 -1.847 -0.322
C 1.050 0.253 -2.872 -0.647
Cl 2.744 0.058 -2.636 0.776
C 0.560 0.640 -4.129 -0.681
Cl 1.655 0.905 -5.415 0.738
C -0.813 0.812 -4.349 -0.684
Cl -1.392 1.284 -5.886 0.745
C -1.726 0.597 -3.314 -0.695
Cl -3.412 0.777 -3.496 0.763
```